Record 1
{"formula": "C6H15BBr4Na3O4", "method": "the ωB97M-V functional and the def2-TZVPD basis", "symbols": ["Na", "Na", "Na", "C", "O", "O", "O", "B", "H", "H", "H", "H", "C", "O", "H", "H", "H", "Br", "C", "C", "Br", "H", "H", "H", "H", "Br", "C", "C", "Br", "H", "H", "H", "H"], "coordinates": [[1.82900, 1.15678, 9.15188], [0.23791, 1.47567, 12.45920], [2.96834, 4.08220, 10.84596], [5.14409, 2.01866, 10.42900], [3.90944, 1.67060, 10.12227], [5.46550, 3.27917, 10.30940], [5.90382, 1.19871, 11.02386], [0.60118, 3.12018, 10.44881], [0.73287, 3.15846, 9.30922], [0.92890, 4.06950, 11.00938], [-0.44726, 2.79420, 10.80048], [1.30780, 2.34751, 10.80071], [0.23630, -1.67783, 10.54375], [0.89340, -0.49200, 10.82703], [-0.82546, -1.60232, 10.85693], [0.29932, -1.93666, 9.47012], [0.63815, -2.55758, 11.08528], [-1.44945, 3.90709, 13.26431], [0.10757, 4.83464, 14.00946], [0.23881, 6.29460, 13.63302], [-1.50449, 7.24235, 13.89014], [0.97753, 4.32427, 13.59881], [0.06661, 4.70999, 15.08548], [0.47783, 6.42631, 12.58465], [0.88981, 6.78974, 14.34347], [0.92337, 6.26206, 8.99487], [-0.90057, 5.58190, 8.74784], [-1.46038, 6.26688, 7.52950], [-3.11823, 5.52792, 6.86185], [-1.40606, 5.78096, 9.68722], [-0.81343, 4.50828, 8.61987], [-0.67494, 6.27844, 6.77058], [-1.54527, 7.34838, 7.64591]], "nbo_charge": [0.954, 0.938, 0.926, 0.931, -1.043, -0.956, -0.838, -0.803, -0.033, -0.092, -0.039, -0.035, -0.210, -1.040, 0.095, 0.106, 0.111, 0.004, -0.449, -0.417, -0.047, 0.227, 0.226, 0.239, 0.236, -0.028, -0.428, -0.477, 0.005, 0.227, 0.254, 0.231, 0.224], "e_homo_ev": -2.3, "total_charge": -1, "orbital_gap_ev": 3.64}

Record 2
{"formula": "C5H7NO", "method": "the ωB97M-V functional and the def2-TZVPD basis", "symbols": ["C", "C", "C", "O", "C", "C", "N", "H", "H", "H", "H", "H", "H", "H"], "coordinates": [[-1.16799, -1.35824, 1.79868], [-0.20282, -0.85636, 1.07478], [0.87229, -0.38416, 0.48620], [2.06177, -0.46209, 1.19334], [0.98085, 0.30329, -0.83874], [-0.12080, 1.03382, -1.49993], [0.98364, 1.77285, -0.89716], [-1.45418, -2.40526, 1.70659], [-1.71388, -0.76246, 2.52957], [2.78258, -0.62926, 0.57213], [1.73560, -0.12999, -1.50170], [-1.10012, 1.06895, -1.03003], [-0.13726, 1.06040, -2.58753], [0.69421, 2.13328, 0.01000]], "nbo_charge": [-0.433, 0.013, 0.188, -0.678, -0.137, -0.249, -0.568, 0.216, 0.215, 0.475, 0.199, 0.204, 0.201, 0.354], "relative_energy_ev": 3.333, "e_homo_ev": -8.9, "orbital_gap_ev": 9.85, "smiles": "C=C=C(O)[C@H]1CN1"}

Record 3
{"formula": "C37H27Br2Cl2MgN6O2S", "method": "the ωB97M-V functional and the def2-TZVPD basis", "symbols": ["Mg", "Cl", "C", "C", "C", "Cl", "C", "C", "C", "C", "N", "C", "C", "O", "H", "H", "H", "H", "Br", "C", "C", "C", "Br", "C", "C", "C", "C", "N", "C", "C", "O", "H", "H", "H", "H", "N", "C", "C", "C", "C", "C", "C", "N", "C", "C", "C", "S", "C", "N", "H", "H", "H", "H", "H", "H", "H", "C", "N", "C", "C", "C", "C", "C", "C", "C", "C", "H", "H", "H", "H", "H", "H", "H", "H", "H", "H", "H", "H"], "coordinates": [[0.44462, -0.06982, 0.04334], [-2.14859, 3.25005, 2.21734], [-2.95063, 1.73741, 1.91743], [-4.19648, 1.51517, 2.51473], [-4.85344, 0.33526, 2.34301], [-6.40694, 0.09183, 3.11259], [-4.29355, -0.68896, 1.54307], [-4.91316, -1.93268, 1.29820], [-4.29711, -2.83950, 0.48959], [-3.04819, -2.51045, -0.07601], [-2.43695, -1.37714, 0.14596], [-3.03289, -0.46111, 0.94298], [-2.29712, 0.78148, 1.13742], [-1.14570, 0.96757, 0.63392], [-4.63133, 2.29514, 3.12510], [-5.87210, -2.14625, 1.75130], [-4.75173, -3.79862, 0.27734], [-2.52976, -3.20719, -0.71995], [4.42277, -1.91248, -2.59849], [2.79830, -1.20573, -3.26423], [2.72110, -0.89794, -4.62943], [1.61667, -0.29861, -5.16079], [1.57875, 0.10255, -7.02004], [0.52490, 0.05613, -4.32852], [-0.64448, 0.72619, -4.75120], [-1.61448, 1.03311, -3.84160], [-1.42443, 0.68180, -2.49311], [-0.35543, 0.05780, -2.07584], [0.61318, -0.26393, -2.96115], [1.76736, -0.92366, -2.36579], [1.77387, -1.16330, -1.12322], [3.56554, -1.12786, -5.26470], [-0.75184, 1.00091, -5.79230], [-2.51322, 1.55662, -4.13746], [-2.15861, 0.92697, -1.73688], [0.04380, -3.64536, 2.52129], [-0.38589, -2.71470, 3.44782], [-0.91385, -2.83341, 4.72915], [-1.24864, -1.65357, 5.36375], [-1.05748, -0.40428, 4.74841], [-0.52950, -0.29490, 3.47972], [-0.20107, -1.48089, 2.82703], [0.30356, -1.66945, 1.55125], [0.43632, -2.95725, 1.41106], [0.91457, -3.66807, 0.21166], [2.09604, -4.33491, 0.13097], [2.26282, -5.01273, -1.42165], [0.73991, -4.36195, -1.84455], [0.13656, -3.69339, -0.91322], [0.03091, -4.64752, 2.59758], [-1.06129, -3.79475, 5.20235], [-1.67318, -1.69122, 6.35822], [-1.33401, 0.49456, 5.28112], [-0.37739, 0.65988, 2.99777], [2.87244, -4.39324, 0.87046], [0.32877, -4.51063, -2.82823], [1.52718, 4.07876, -3.02836], [1.84154, 3.92852, -1.62678], [0.72532, 4.36847, -0.81190], [2.15032, 2.53177, -1.33477], [2.63814, 2.27955, 0.07630], [3.68301, 3.05780, 0.56444], [4.18586, 2.83501, 1.83663], [3.63292, 1.81825, 2.60426], [2.58848, 1.05960, 2.09049], [2.03032, 1.25477, 0.81612], [1.29465, 5.12112, -3.25186], [0.65809, 3.46549, -3.33186], [2.37874, 3.77456, -3.63792], [0.53309, 5.42985, -0.98130], [0.95283, 4.21429, 0.24091], [-0.19632, 3.80351, -1.03721], [2.89085, 2.19248, -2.06953], [1.24433, 1.91524, -1.49616], [4.09520, 3.84580, -0.05628], [4.99891, 3.44022, 2.21986], [4.01125, 1.62372, 3.60200], [2.19299, 0.27825, 2.73837]], "lowdin_charge": [0.602, 0.676, -0.594, -0.147, -0.621, 0.634, -0.182, -0.045, -0.064, -0.141, 0.141, -0.140, -0.433, -0.153, 0.098, 0.081, 0.095, 0.086, 0.731, -0.607, -0.192, -0.645, 0.712, -0.196, -0.040, -0.044, -0.108, 0.092, -0.145, -0.439, -0.117, 0.087, 0.075, 0.102, 0.110, 0.187, -0.181, -0.028, -0.094, -0.066, 0.000, -0.202, 0.166, -0.244, -0.337, -0.342, 1.005, -0.460, 0.068, 0.164, 0.102, 0.096, 0.105, 0.108, 0.082, 0.076, -0.122, -0.260, -0.097, -0.186, -0.271, -0.073, -0.126, -0.131, -0.150, -0.094, 0.076, 0.078, 0.080, 0.078, 0.084, 0.087, 0.128, 0.094, 0.100, 0.082, 0.082, 0.065], "relative_energy_ev": 0.000, "e_homo_ev": -4.6, "total_charge": -1, "orbital_gap_ev": 6.62}